No. 1
This record from the OMol25 dataset describes C26H25IOPS3Sb2Se4W as an isolated structure. The level of theory is ωB97M-V/def2-TZVPD.

Summary:
Energy above the lowest of the compared OMol25 structures with the same formula, charge and spin, kcal per mole: 126.0
2S+1: 2
Charge: 0
HOMO-LUMO gap (alpha / beta), eV: 5.762 / 5.484
Expectation value of S²: 0.77
HOMO energy (alpha / beta), eV: -7.69 / -7.69
DFT total energy, eV: -355594.7621
LUMO (alpha / beta), eV: -1.927 / -2.211

Last column: Mulliken spin population.
Geometry (Å):
W: 2.0852 1.0963 -1.0512  0.7117
S: 0.7948 3.0033 -1.3699  -0.0253
Sb: 1.6789 3.1543 -3.7482  0.0368
S: 1.7336 0.7595 -3.3483  0.0597
S: 3.8595 3.2975 -3.0978  0.0137
I: 1.1859 2.6170 2.2672  -0.0011
C: -0.8328 3.2041 2.3269  0.0014
C: -1.0543 4.3761 2.9966  -0.0001
C: -2.3606 4.8341 3.2225  -0.0001
C: -3.4057 4.0676 2.8102  0.0000
C: -3.2006 2.8575 2.1087  -0.0005
C: -4.3312 2.1014 1.7432  0.0001
C: -4.1878 0.9264 1.0730  0.0009
C: -2.9074 0.5090 0.6987  0.0008
C: -1.7569 1.2095 0.9992  -0.0014
P: -0.2811 0.4068 0.1428  0.0207
C: -0.4456 -1.2455 0.9202  -0.0102
C: -1.2641 -2.2460 0.3984  0.0007
C: -1.4157 -3.4486 1.0700  0.0000
C: -0.7543 -3.6612 2.2686  0.0005
C: 0.0716 -2.6787 2.7868  -0.0005
C: 0.2335 -1.4742 2.1103  0.0099
C: -1.1642 0.2206 -1.4814  -0.0015
C: -1.9192 1.2926 -1.9693  0.0112
C: -2.4586 1.2593 -3.2430  0.0016
C: -2.2874 0.1382 -4.0465  0.0039
C: -1.5763 -0.9440 -3.5619  -0.0037
C: -1.0027 -0.8940 -2.2995  -0.0012
C: -1.8746 2.4006 1.7888  0.0012
H: -0.2154 4.9360 3.3852  -0.0001
H: -2.5214 5.7636 3.7510  0.0000
H: -4.4253 4.3630 3.0249  0.0000
H: -5.3090 2.4739 2.0225  0.0000
H: -5.0462 0.3247 0.8064  0.0000
H: -2.8394 -0.4032 0.1290  -0.0005
H: -1.7885 -2.1100 -0.5376  -0.0003
H: -2.0559 -4.2107 0.6439  0.0001
H: -0.8800 -4.5939 2.8036  0.0000
H: 0.6467 -2.8352 3.6870  -0.0008
H: 0.8890 -0.7334 2.5532  0.0008
H: -2.0761 2.1675 -1.3548  -0.0010
H: -3.0162 2.1129 -3.6080  0.0001
H: -2.7049 0.1188 -5.0452  0.0003
H: -1.4179 -1.8152 -4.1849  -0.0005
H: -0.4015 -1.7207 -1.9580  0.0026
Se: 5.9330 0.9900 3.7839  0.0218
Sb: 4.1256 0.0886 2.5699  0.0133
Se: 3.6967 0.9255 0.5107  0.0039
Se: 3.9722 2.1021 -1.3505  -0.0237
Se: 3.5693 -1.8283 3.8979  0.0681
C: 1.7937 -3.1049 -1.8528  0.0097
C: 2.6765 -2.0333 -1.2303  -0.0147
C: 3.2080 -2.5092 0.1190  0.0015
C: 3.8547 -1.7402 -2.1589  0.0102
O: 1.8798 -0.8167 -1.1115  0.0865
H: 2.3888 -4.0047 -2.0093  0.0012
H: 1.4077 -2.7840 -2.8220  -0.0028
H: 0.9652 -3.3456 -1.1849  -0.0005
H: 3.2538 -3.5973 0.1499  -0.0012
H: 2.5713 -2.1783 0.9276  0.0002
H: 4.2127 -2.1245 0.2901  0.0003
H: 4.4960 -2.6208 -2.2259  -0.0002
H: 4.4765 -0.9272 -1.7760  -0.0009
H: 3.5185 -1.4689 -3.1603  -0.0028

***

No. 2
This record from the OMol25 dataset describes a 6-piece molecular cluster, C11H34O6 overall. The level of theory is ωB97M-V/def2-TZVPD.

Summary:
Energy above the lowest of the compared OMol25 structures with the same formula, charge and spin, kcal per mole: 32.7
Charge: 0
HOMO-LUMO gap, eV: 10.570
HOMO energy, eV: -9.95
DFT total energy, eV: -24242.1271
LUMO, eV: 0.617
Structure (SMILES): CC(C)O.CC(C)O.CC(C)O.CO.CO.O

Last column: natural (NBO) charge in e.
Geometry (Å):
O: -0.1215 0.8458 0.3143  -1.0021
H: 0.2929 1.0622 -0.5038  0.5064
H: 0.1360 -0.0755 0.5463  0.5050
C: -2.2893 -1.7585 -1.8815  -0.6396
C: -3.1887 -1.0461 -0.9344  0.1078
C: -3.1824 -1.7189 0.4898  -0.6371
O: -2.7745 0.3308 -0.8425  -0.7678
H: -2.7267 -2.7654 -1.9955  0.2073
H: -1.2674 -1.9160 -1.6265  0.2057
H: -2.3636 -1.3259 -2.8458  0.2125
H: -4.2089 -1.0083 -1.4162  0.1758
H: -3.6716 -1.0753 1.2079  0.2213
H: -2.1801 -1.9722 0.7347  0.2008
H: -3.7936 -2.6208 0.3154  0.2116
H: -1.9274 0.3587 -0.3327  0.4853
C: -1.1640 0.1920 5.0183  -0.6260
C: -1.2829 0.6655 3.5188  0.1164
C: -2.1691 1.9207 3.3186  -0.6411
O: 0.0879 0.9356 3.0793  -0.7863
H: -0.6134 -0.7746 5.0169  0.2118
H: -2.1520 0.1580 5.4436  0.2079
H: -0.5860 0.8787 5.6177  0.2157
H: -1.6182 -0.1893 2.8499  0.1567
H: -3.1881 1.6849 3.7038  0.2118
H: -2.0960 2.1894 2.2716  0.2223
H: -1.7549 2.7552 3.9322  0.2123
H: 0.0859 1.1650 2.1487  0.4967
C: 3.9351 0.0489 -1.5333  -0.6235
C: 3.0604 -0.3368 -2.6931  0.0955
C: 3.1109 0.6373 -3.8346  -0.6300
O: 3.3992 -1.7037 -3.0810  -0.7336
H: 3.6979 1.0298 -1.2419  0.2082
H: 4.9911 0.0076 -1.7151  0.2084
H: 3.6932 -0.6398 -0.7305  0.2232
H: 1.9825 -0.2964 -2.3696  0.1582
H: 2.8805 1.6655 -3.4799  0.2138
H: 2.3238 0.4166 -4.6395  0.2044
H: 4.1394 0.5813 -4.2272  0.2097
H: 2.7818 -1.9777 -3.7865  0.4636
C: -0.2469 2.7811 -2.7908  -0.2520
O: 0.1032 1.4873 -2.3374  -0.7550
H: -0.8417 3.2271 -1.9795  0.1755
H: 0.6460 3.3465 -2.9954  0.1830
H: -0.8394 2.8217 -3.7429  0.1699
H: -0.8025 1.0145 -2.3019  0.4909
C: 2.0835 -2.2211 2.0496  -0.2539
O: 1.6049 -0.9192 1.5373  -0.7914
H: 3.1629 -2.2422 1.9416  0.1774
H: 1.9242 -2.3560 3.1220  0.1780
H: 1.5658 -2.9284 1.3936  0.1855
H: 1.3619 -0.3397 2.2871  0.5030

***

No. 3
This record from the OMol25 dataset describes C8H7MnN2O5S as an isolated structure. The level of theory is ωB97M-V/def2-TZVPD.

Summary:
Energy above the lowest of the compared OMol25 structures with the same formula, charge and spin, kcal per mole: 0.0
2S+1: 5
Charge: +2
HOMO-LUMO gap (alpha / beta), eV: 7.931 / 5.639
Expectation value of S²: 6.07
HOMO energy (alpha / beta), eV: -16.78 / -16.97
DFT total energy, eV: -63761.5684
LUMO (alpha / beta), eV: -8.846 / -11.333

Last column: Mulliken spin population.
Geometry (Å):
O: 0.8866 4.8268 -2.7052  -0.0193
C: 0.8004 3.8452 -2.0979  0.1138
Mn: 0.1583 1.4314 -1.2939  2.8442
O: -0.9890 2.4367 -3.8336  0.0158
C: -0.5105 2.0758 -2.8351  -0.0603
C: 1.2711 1.8072 0.2832  0.1708
O: 1.4267 0.9933 1.1917  0.5714
C: -1.1188 2.1348 -0.1674  -0.0748
O: -1.9941 2.4185 0.5436  0.0212
C: 1.7403 0.8033 -1.9911  -0.0764
O: 2.6968 0.3359 -2.4626  0.0248
H: 1.7527 2.8078 0.2670  0.0844
S: -0.8179 -0.5061 -1.3052  0.3083
C: -0.6363 -1.4387 0.1712  0.0334
N: -1.6495 -1.9069 0.9145  0.0158
C: -1.1695 -2.6362 2.0762  0.0016
C: 0.3405 -2.6497 1.8950  0.0001
N: 0.5188 -1.8820 0.6805  0.0213
H: -2.6353 -1.7187 0.7329  0.0010
H: -1.6057 -3.6355 2.1095  0.0006
H: -1.4822 -2.1270 2.9895  0.0004
H: 0.7154 -3.6648 1.7293  0.0012
H: 0.8742 -2.1938 2.7393  0.0014
H: 1.4269 -1.5575 0.3686  -0.0006

***

No. 4
This record from the OMol25 dataset describes an isolated molecule of C4H6ClNS. The level of theory is ωB97M-V/def2-TZVPD.

Summary:
Energy above the lowest of the compared OMol25 structures with the same formula, charge and spin, kcal per mole: 33.8
Charge: 0
HOMO-LUMO gap, eV: 8.524
HOMO energy, eV: -9.14
DFT total energy, eV: -29091.2792
LUMO, eV: -0.612
Structure (SMILES): S=C[C@H]1NC[C@@H]1Cl

Last column: natural (NBO) charge in e.
Geometry (Å):
C: 1.0209 -0.2554 0.4809  -0.1713
C: 0.6807 1.2635 0.3709  -0.2253
C: -0.1368 -0.4819 -0.5841  -0.1484
C: -1.4246 -1.1312 -0.1000  -0.2591
H: 0.8838 -0.8055 1.4024  0.2213
H: 1.5022 1.9317 0.1900  0.2072
H: -0.0319 1.5668 1.1743  0.1893
H: -1.0065 1.4720 -0.8390  0.3778
H: 0.1869 -1.0478 -1.4663  0.2276
H: -1.2703 -2.1892 0.2092  0.1991
N: -0.1245 0.9760 -0.7843  -0.6183
S: -2.9053 -0.4645 0.0631  0.0581
Cl: 2.6256 -0.8344 -0.1171  -0.0580